No. 1
Molecular formula: C36H74Cl2FN2O7SSi
Method: DFT, ωB97M-V/def2-TZVPD

Results
* HOMO energy: -11.5 eV
* net charge: +1

Cartesian coordinates (Å):
C (4.732, -8.366, -1.793)
O (4.149, -8.317, -3.081)
C (4.701, -7.340, -3.945)
C (4.058, -5.960, -3.745)
C (5.044, -4.829, -3.446)
C (4.342, -3.553, -2.939)
C (5.110, -2.879, -1.795)
C (4.356, -1.859, -0.934)
C (2.956, -2.269, -0.394)
C (3.083, -3.697, 0.180)
C (4.151, -3.856, 1.222)
O (4.315, -3.186, 2.194)
F (4.927, -4.910, 0.988)
C (2.631, -1.186, 0.638)
N (1.225, -1.171, 1.218)
C (1.326, -2.014, 2.455)
C (0.948, 0.252, 1.713)
C (2.137, 1.036, 2.255)
C (1.567, 2.203, 3.081)
S (1.447, 1.855, 4.853)
C (0.135, -1.633, 0.195)
C (-1.191, -0.835, 0.344)
Cl (-1.813, -0.107, -1.096)
C (-2.009, -0.733, 1.420)
C (-1.971, -1.492, 2.709)
Cl (-3.354, 0.325, 1.376)
Si (-0.511, -3.527, 0.114)
C (-0.225, -4.676, 1.582)
C (0.097, -4.525, -1.359)
C (-2.370, -3.505, -0.104)
C (0.740, -1.387, -1.238)
C (0.891, 0.102, -1.712)
C (2.226, 0.512, -2.325)
O (2.007, 1.693, -3.119)
C (2.569, 2.858, -2.690)
C (2.224, 3.264, -1.284)
O (3.217, 3.531, -3.432)
N (1.945, -2.160, -1.411)
H (5.303, -7.461, -1.566)
H (5.396, -9.228, -1.707)
H (3.944, -8.471, -1.047)
H (5.785, -7.286, -3.811)
H (4.513, -7.706, -4.953)
H (3.437, -5.704, -4.605)
H (3.372, -6.062, -2.897)
H (5.735, -5.194, -2.683)
H (5.623, -4.606, -4.342)
H (3.342, -3.854, -2.631)
H (4.259, -2.858, -3.777)
H (5.954, -2.347, -2.241)
H (5.571, -3.653, -1.179)
H (4.989, -1.631, -0.070)
H (4.264, -0.924, -1.482)
H (3.244, -4.417, -0.618)
H (2.170, -4.032, 0.669)
H (3.323, -1.258, 1.467)
H (2.803, -0.243, 0.130)
H (1.803, -2.953, 2.229)
H (1.947, -1.492, 3.177)
H (0.362, -2.206, 2.881)
H (0.248, 0.144, 2.536)
H (0.478, 0.818, 0.920)
H (2.750, 1.451, 1.455)
H (2.791, 0.433, 2.881)
H (2.123, 3.119, 2.901)
H (0.534, 2.387, 2.781)
H (2.539, 1.094, 4.953)
H (-2.979, -1.520, 3.121)
H (-1.368, -1.022, 3.487)
H (-1.691, -2.529, 2.565)
H (-0.703, -4.402, 2.519)
H (0.812, -4.916, 1.812)
H (-0.680, -5.619, 1.265)
H (-0.674, -5.270, -1.564)
H (1.011, -5.078, -1.150)
H (0.243, -3.956, -2.274)
H (-2.904, -3.211, 0.797)
H (-2.698, -2.899, -0.946)
H (-2.633, -4.543, -0.312)
H (-0.016, -1.827, -1.892)
H (0.649, 0.838, -0.950)
H (0.176, 0.286, -2.512)
H (2.980, 0.739, -1.573)
H (2.614, -0.228, -3.019)
H (1.148, 3.230, -1.127)
H (2.712, 2.622, -0.549)
H (2.582, 4.279, -1.135)
H (2.210, -2.376, -2.352)
C (-5.025, 3.917, 1.465)
C (-4.427, 4.551, 0.221)
C (-5.231, 4.226, -1.026)
O (-3.064, 4.131, 0.065)
H (-5.022, 2.827, 1.369)
H (-4.435, 4.174, 2.346)
H (-6.052, 4.240, 1.632)
H (-4.382, 5.632, 0.350)
H (-5.247, 3.143, -1.193)
H (-4.789, 4.695, -1.903)
H (-6.258, 4.576, -0.938)
H (-3.079, 3.177, -0.066)
C (-3.511, 5.243, 5.848)
C (-4.095, 3.949, 6.392)
C (-3.016, 3.034, 6.952)
O (-4.853, 3.277, 5.387)
H (-2.819, 5.029, 5.028)
H (-4.301, 5.884, 5.459)
H (-2.967, 5.789, 6.619)
H (-4.816, 4.179, 7.178)
H (-2.310, 2.760, 6.162)
H (-3.457, 2.116, 7.342)
H (-2.459, 3.520, 7.753)
H (-4.254, 3.057, 4.667)
C (-6.402, 9.142, -3.526)
C (-5.557, 7.878, -3.483)
C (-4.955, 7.554, -4.841)
O (-6.322, 6.775, -2.994)
H (-7.236, 9.014, -4.221)
H (-6.816, 9.359, -2.542)
H (-5.814, 10.000, -3.853)
H (-4.755, 8.004, -2.753)
H (-5.749, 7.382, -5.574)
H (-4.348, 6.650, -4.786)
H (-4.331, 8.372, -5.203)
H (-7.048, 6.628, -3.609)



No. 2
Molecular formula: C8H30N6O7
Method: DFT, ωB97M-V/def2-TZVPD

Results
* HOMO energy: -8.9 eV
* SMILES: NC(N)=O.NC(N)=O.NC(N)=O.CCO.CO.CO.CO
* ΔE to the lowest compared entry with this formula, charge and spin: 4.143 eV

Cartesian coordinates (Å):
N (1.326, -0.169, -1.915)
C (0.778, -0.892, -1.001)
N (0.239, -0.066, -0.115)
O (0.937, -2.234, -0.822)
H (1.737, -0.856, -2.497)
H (0.968, 0.699, -2.223)
H (-0.171, -0.416, 0.748)
H (0.334, 0.980, -0.222)
N (1.232, -2.304, 2.188)
C (0.688, -3.450, 2.607)
N (-0.033, -3.943, 1.625)
O (0.670, -3.898, 3.963)
H (1.665, -1.751, 2.904)
H (1.555, -2.163, 1.233)
H (-0.669, -4.637, 2.018)
H (0.296, -3.783, 0.682)
N (-2.031, -2.238, 1.177)
C (-2.071, -1.113, 1.779)
N (-0.866, -0.648, 2.164)
O (-3.179, -0.412, 2.060)
H (-2.927, -2.589, 0.769)
H (-1.155, -2.853, 1.196)
H (-0.930, 0.208, 2.728)
H (0.008, -1.270, 2.263)
C (-2.506, 0.398, -1.660)
C (-3.969, -0.159, -1.530)
O (-4.884, 0.643, -0.821)
H (-1.896, -0.271, -2.261)
H (-2.138, 0.445, -0.646)
H (-2.393, 1.380, -2.061)
H (-3.966, -1.091, -0.988)
H (-4.388, -0.414, -2.525)
H (-4.860, 1.522, -1.242)
C (3.574, 0.541, 1.042)
O (3.404, 0.982, -0.311)
H (2.597, 0.130, 1.377)
H (3.816, 1.309, 1.790)
H (4.321, -0.228, 1.205)
H (2.577, 0.697, -0.700)
C (1.530, 2.983, -3.166)
O (0.461, 2.154, -3.646)
H (1.873, 2.446, -2.262)
H (1.175, 3.978, -2.841)
H (2.287, 3.151, -3.892)
H (-0.190, 2.666, -4.160)
C (0.865, 2.579, 1.313)
O (0.685, 2.604, -0.108)
H (0.789, 1.652, 1.758)
H (0.148, 3.173, 1.847)
H (1.822, 3.030, 1.597)
H (0.866, 3.499, -0.415)